Record 1
Formula: C4H37N2O14
Source: the OMol25 dataset
Level of theory: ωB97M-V/def2-TZVPD

Output
expectation value of S²	0.754
relative energy (zero: lowest compared OMol25 entry of this formula, charge and spin)	117.97	kJ/mol
LUMO energy (alpha / beta)	-6.15 / -11.56	eV
DFT total energy	-1336.8145	Ha
total charge	+2
multiplicity	2
HOMO-LUMO gap (alpha / beta)	10.52 / 5.11	eV

Bonds (Å) are listed after each position.
CARTESIAN COORDINATES (ANGSTROEM)
1 N -0.0807 -0.0751 0.0108  C2 1.499, H8 1.047, H9 1.017, H10 1.031
2 C -0.6964 -1.0482 -0.9493  N1 1.499, C3 1.559, H11 1.087, H12 1.102
3 C 0.2256 -1.3788 -2.1622  C2 1.559, N4 1.446, H13 1.088, H14 1.100
4 N 1.0759 -2.4635 -1.7243  C3 1.446, C5 1.517, H15 1.029
5 C 0.6787 -3.8606 -2.1616  N4 1.517, C6 1.490, H16 1.107, H17 1.119
6 C -0.6077 -4.3157 -1.5640  C5 1.490, O7 1.200, H18 1.106
7 O -1.3493 -4.9394 -2.2720  C6 1.200
8 H 0.5397 0.6327 -0.4489  N1 1.047
9 H 0.3239 -0.3887 0.8897  N1 1.017
10 H -0.7853 0.5990 0.3443  N1 1.031
11 H -1.0346 -1.9296 -0.4105  C2 1.087
12 H -1.6348 -0.5355 -1.2172  C2 1.102
13 H 0.8482 -0.5281 -2.4309  C3 1.088
14 H -0.4277 -1.6942 -2.9898  C3 1.100
15 H 2.0541 -2.4018 -2.0387  N4 1.029
16 H 0.7161 -4.0679 -3.2481  C5 1.107
17 H 1.5673 -4.4551 -1.8307  C5 1.119
18 H -0.8397 -4.1528 -0.4945  C6 1.106
19 H -0.6259 -2.0898 2.5261  O21 0.970
20 H -1.5505 -0.9531 2.2122  O21 0.970
21 O -1.4428 -1.9017 2.0390  H19 0.970, H20 0.970
22 H 2.9992 -0.6207 -0.1225  O24 0.987
23 H 2.2027 1.8507 -1.6051  O42 0.961
24 O 3.0950 0.2821 -0.5102  H22 0.987, H40 0.970
25 H -0.5290 2.2388 -2.1384  O27 0.973
26 H -1.2469 3.0852 -3.1283  O27 0.966
27 O -1.2083 2.1663 -2.8318  H25 0.973, H26 0.966
28 H 2.2818 4.6013 0.5889  O30 0.964
29 H 0.8521 4.4069 0.0432  O30 0.980
30 O 1.5622 3.9608 0.5509  H28 0.964, H29 0.980
31 H 1.6532 -2.9790 0.6923  O33 0.958
32 H 2.4958 -4.0110 1.4823  O33 0.969
33 O 2.0959 -3.1292 1.5280  H31 0.958, H32 0.969
34 H -4.2514 0.7674 2.2427  O36 0.966
35 H -2.7624 1.1528 2.5219  O36 0.961
36 O -3.3704 0.8305 1.8504  H34 0.966, H35 0.961
37 H 0.0269 1.6634 2.6503  O39 1.000
38 H 0.4041 0.3655 3.4379  O39 0.965
39 O 0.1617 0.6765 2.5572  H37 1.000, H38 0.965
40 H 4.0629 0.3373 -0.4869  O24 0.970
41 H 1.5480 2.8017 -0.6575  O42 1.002
42 O 1.3323 2.0082 -1.2296  H23 0.961, H41 1.002
43 H -2.6860 1.9072 0.2273  O45 0.979
44 H -1.8621 2.1805 -1.0152  O45 0.983
45 O -1.7717 2.1355 -0.0377  H43 0.979, H44 0.983
46 H -3.8455 -2.0684 -1.8568  O48 0.963
47 H -3.5509 -2.9676 -0.6279  O48 0.965
48 O -3.3097 -2.1387 -1.0593  H46 0.963, H47 0.965
49 H 2.9247 -0.7059 1.6997  O51 0.962
50 H 3.6248 -2.1164 1.8392  O51 0.964
51 O 3.7566 -1.1837 1.6331  H49 0.962, H50 0.964
52 H -1.2670 3.8310 0.5564  O54 0.976
53 H -1.6752 5.1514 -0.2096  O54 0.971
54 O -0.9761 4.7317 0.3175  H52 0.976, H53 0.971
55 H -0.3935 4.0081 2.6230  O57 0.972
56 H 0.7852 3.5181 3.2944  O57 0.969
57 O -0.1132 3.2094 3.1008  H55 0.972, H56 0.969

Atom charges from the Löwdin analysis, given in e for atoms 1 to 5: number 1, N, carries 0.154; number 2, C, carries -0.106; number 3, C, carries -0.068; number 4, N, carries 0.173; number 5, C, carries -0.063

Record 2
Formula: C4H37NO15
Source: the OMol25 dataset
Level of theory: ωB97M-V/def2-TZVPD

Output
relative energy (zero: lowest compared OMol25 entry of this formula, charge and spin)	947.28	kJ/mol
LUMO energy	-0.60	eV
DFT total energy	-1357.7206	Ha
HOMO-LUMO gap	8.64	eV

Bonds (Å) are listed after each position.
CARTESIAN COORDINATES (ANGSTROEM)
1 C -2.2829 0.6023 -0.1834  C2 1.562, N5 1.634, H8 1.164, H9 1.138
2 C -2.2307 1.2488 -1.6046  C1 1.562, C3 1.495, H10 1.193, H11 1.185
3 C -0.9203 1.9119 -1.8861  C2 1.495, O4 1.351, H12 1.119, H13 1.039
4 O -0.0127 1.0709 -2.4279  C3 1.351, H14 1.069
5 N -1.6794 1.6464 0.9185  C1 1.634, C6 1.439, H15 1.048
6 C -2.1467 1.5124 2.2734  N5 1.439, O7 1.544, H16 1.116, H17 1.065
7 O -1.9512 2.8308 3.0525  C6 1.544, H18 0.996
8 H -3.3681 0.5259 0.2293  C1 1.164
9 H -1.6968 -0.3714 -0.2362  C1 1.138
10 H -2.9616 2.1914 -1.6396  C2 1.193
11 H -2.6747 0.4219 -2.3283  C2 1.185
12 H -1.0451 2.8448 -2.4920  C3 1.119
13 H -0.5427 2.4004 -1.0502  C3 1.039
14 H 1.0143 1.2041 -2.1619  O4 1.069
15 H -0.6316 1.6476 0.8802  N5 1.048
16 H -3.2623 1.4892 2.2377  C6 1.116
17 H -1.5003 1.0217 2.9636  C6 1.065
18 H -1.4160 3.3745 2.4124  O7 0.996
19 H 2.4783 -1.4306 1.4463  O21 1.004
20 H 3.4317 -2.0605 2.3617  O21 0.991
21 O 3.2932 -1.1617 1.9675  H19 1.004, H20 0.991
22 H 0.8677 0.1874 -3.7517  O24 1.012
23 H 0.1176 -1.0874 -3.6840  O24 0.954
24 O 1.0299 -0.8111 -3.7237  H22 1.012, H23 0.954
25 H 2.5046 1.6427 1.4086  O27 0.944
26 H 2.5690 1.7257 2.9695  O27 0.993
27 O 1.9793 1.8077 2.1752  H25 0.944, H26 0.993
28 H 1.5402 3.4749 0.8128  O30 0.796
29 H 0.8388 4.0333 -0.1915  O30 0.894
30 O 1.1255 4.1340 0.6492  H28 0.796, H29 0.894
31 H 1.2417 -3.0220 3.4630  O33 1.034
32 H 1.2737 -3.3082 2.0766  O33 1.009
33 O 1.9922 -3.2245 2.7807  H31 1.034, H32 1.009
34 H 0.2535 -1.8113 -1.0634  O36 1.069
35 H 0.3346 -2.4462 0.1943  O36 0.847
36 O -0.3315 -2.1433 -0.2328  H34 1.069, H35 0.847
37 H -4.0362 -1.0996 -2.0665  O39 1.022
38 H -4.4186 -1.5775 -0.5517  O39 1.025
39 O -4.6972 -0.9388 -1.3038  H37 1.022, H38 1.025
40 H -3.2807 -1.9568 1.8889  O42 0.929
41 H -2.3121 -2.6672 0.9548  O42 1.009
42 O -3.2900 -2.4818 1.1224  H40 0.929, H41 1.009
43 H 2.8229 -2.2911 -2.3036  O45 0.966
44 H 1.5895 -1.2542 -2.0065  O45 0.993
45 O 2.3511 -1.7733 -1.6377  H43 0.966, H44 0.993
46 H -0.5096 -0.2974 2.9951  O48 0.943
47 H 1.0152 -0.1269 2.8391  O48 1.023
48 O 0.2933 -0.6374 3.3537  H46 0.943, H47 1.023
49 H 2.7776 0.7296 -0.6855  O51 1.068
50 H 2.7686 2.2676 -1.0290  O51 0.961
51 O 2.2288 1.6353 -0.5459  H49 1.068, H50 0.961
52 H 4.2513 -0.9529 -1.2470  O54 0.989
53 H 4.1645 -1.0097 0.1248  O54 0.929
54 O 4.3619 -0.3353 -0.4827  H52 0.989, H53 0.929
55 H -0.3445 -2.7228 -2.6484  O57 0.988
56 H -1.7280 -2.0160 -2.3492  O57 1.008
57 O -1.2389 -2.5659 -3.0374  H55 0.988, H56 1.008

Atom charges from the Löwdin analysis, given in e for atoms 1 to 5: number 1, C, carries -0.148; number 2, C, carries -0.167; number 3, C, carries -0.351; number 4, O, carries -0.127; number 5, N, carries -0.041

Record 3
Formula: C4H38BO27
Source: the OMol25 dataset
Level of theory: ωB97M-V/def2-TZVPD

Output
expectation value of S²	0.753
relative energy (zero: lowest compared OMol25 entry of this formula, charge and spin)	0.00	kJ/mol
LUMO energy (alpha / beta)	4.01 / 3.96	eV
DFT total energy	-2231.8398	Ha
total charge	-2
multiplicity	2
HOMO-LUMO gap (alpha / beta)	3.22 / 7.21	eV

Bonds (Å) are listed after each position.
CARTESIAN COORDINATES (ANGSTROEM)
1 O -2.0678 -6.6604 -18.5731  C2 1.237
2 C -3.2320 -7.0406 -18.7459  O1 1.237, O3 1.290, C6 1.575
3 O -4.2483 -6.2700 -18.9405  C2 1.290, B4 1.524
4 B -5.3797 -7.0861 -19.5551  O3 1.524, O5 1.482, O8 1.446, O12 1.441
5 O -4.8424 -8.4663 -19.5950  B4 1.482, C6 1.245
6 C -3.6904 -8.4993 -19.1231  C2 1.575, O5 1.245, O7 1.230
7 O -2.9327 -9.4603 -18.9990  C6 1.230
8 O -5.6459 -6.4582 -20.8305  B4 1.446, C9 1.295
9 C -6.6297 -5.6191 -20.7676  O8 1.295, O10 1.209, C11 1.533
10 O -6.9677 -4.7873 -21.5772  C9 1.209
11 C -7.2937 -5.9367 -19.4225  C9 1.533, O12 1.330, O13 1.240
12 O -6.5986 -6.8918 -18.8107  B4 1.441, C11 1.330
13 O -8.2424 -5.3556 -18.8750  C11 1.240
14 O -6.6696 -7.0572 -24.0389  H15 0.957, H16 0.957
15 H -6.8036 -6.3451 -23.4134  O14 0.957
16 H -7.5127 -7.5092 -24.0721  O14 0.957
17 O -8.9712 -8.2168 -17.4296  H18 0.957, H19 0.957
18 H -8.7097 -7.4719 -16.8883  O17 0.957
19 H -9.6733 -7.8760 -17.9838  O17 0.957
20 O -5.4153 -8.1642 -16.0965  H21 0.957, H22 0.957
21 H -6.0345 -7.7479 -16.6962  O20 0.957
22 H -5.5813 -7.7459 -15.2517  O20 0.957
23 O -6.6484 -5.4466 -16.2910  H24 0.957, H25 0.957
24 H -7.5357 -5.2553 -15.9870  O23 0.957
25 H -6.2072 -5.8163 -15.5262  O23 0.957
26 O -9.6873 -6.8874 -21.4460  H27 0.957, H28 0.957
27 H -9.9943 -7.6510 -20.9572  O26 0.957
28 H -9.2050 -6.3684 -20.8023  O26 0.957
29 O -1.5376 -3.3006 -17.7514  H30 0.957, H31 0.957
30 H -1.8217 -2.9811 -16.8951  O29 0.957
31 H -1.0950 -4.1284 -17.5640  O29 0.957
32 O -1.0374 -6.3712 -21.4142  H33 0.957, H34 0.957
33 H -0.9793 -6.3591 -22.3696  O32 0.957
34 H -1.0890 -7.3000 -21.1886  O32 0.957
35 O -3.5027 -5.4415 -15.6751  H36 0.957, H37 0.957
36 H -3.9219 -5.8803 -16.4154  O35 0.957
37 H -4.0854 -4.7110 -15.4679  O35 0.957
38 O -3.3900 -5.1757 -22.2588  H39 0.957, H40 0.957
39 H -3.1521 -4.2711 -22.4617  O38 0.957
40 H -2.6385 -5.5187 -21.7751  O38 0.957
41 O -10.0475 -3.2463 -21.5827  H42 0.957, H43 0.957
42 H -9.7195 -2.8303 -20.7854  O41 0.957
43 H -9.3036 -3.7489 -21.9146  O41 0.957
44 O -6.6429 -2.8142 -23.8271  H45 0.957, H46 0.957
45 H -6.1003 -3.5295 -23.4952  O44 0.957
46 H -7.4962 -3.2161 -23.9905  O44 0.957
47 O -4.5568 -8.6571 -23.0109  H48 0.957, H49 0.957
48 H -4.9734 -7.8341 -23.2664  O47 0.957
49 H -5.2191 -9.1093 -22.4883  O47 0.957
50 O -3.5247 -3.5568 -19.5988  H51 0.957, H52 0.957
51 H -3.1434 -3.6250 -18.7234  O50 0.957
52 H -3.4093 -4.4275 -19.9793  O50 0.957
53 O -3.6663 -11.3103 -21.5504  H54 0.957, H55 0.957
54 H -3.5736 -11.2831 -20.5980  O53 0.957
55 H -4.5940 -11.1335 -21.7063  O53 0.957
56 O -7.2123 -10.2084 -18.6344  H57 0.957, H58 0.957
57 H -7.3293 -9.3261 -18.2819  O56 0.957
58 H -7.2584 -10.0955 -19.5838  O56 0.957
59 O -0.5900 -10.6605 -20.1477  H60 0.957, H61 0.957
60 H -1.4725 -10.4264 -19.8603  O59 0.957
61 H -0.6202 -11.6099 -20.2664  O59 0.957
62 O -10.8057 -6.5608 -18.3800  H63 0.957, H64 0.957
63 H -10.3969 -5.9296 -17.7877  O62 0.957
64 H -11.2136 -6.0234 -19.0590  O62 0.957
65 O -0.1489 -5.3362 -17.1301  H66 0.957, H67 0.957
66 H 0.2925 -5.9351 -16.5279  O65 0.957
67 H -0.8218 -5.8715 -17.5507  O65 0.957
68 O -5.8563 -3.1532 -17.8912  H69 0.957, H70 0.957
69 H -6.2269 -3.9690 -17.5545  O68 0.957
70 H -5.4192 -3.4058 -18.7045  O68 0.957

Atom charges from the Löwdin analysis, given in e for atoms 1 to 5: number 1, O, carries 0.082; number 2, C, carries -0.348; number 3, O, carries 0.216; number 4, B, carries -0.891; number 5, O, carries 0.278